Below is a gas-phase ion, C17H22NO3 (charge +1) at a distorted geometry, with properties calculated with ωB97M-V/def2-TZVPD.

Geometry as XYZ:
```
43
Properties=species:S:1:pos:R:3
C 1.232 -1.097 -3.070
O 0.600 0.212 -2.985
C -0.068 0.409 -1.774
C 0.746 0.701 -0.621
C 0.186 0.740 0.593
N -1.097 0.463 0.864
C -1.465 0.559 2.327
C -1.990 0.305 -0.203
C -3.347 0.078 -0.054
O -3.709 -0.306 1.211
C -4.660 -1.316 1.462
C -4.278 0.092 -1.090
C -3.853 0.178 -2.440
C -2.406 0.187 -2.594
C -1.465 0.356 -1.559
O 1.046 1.011 1.515
C 2.343 1.218 0.996
C 3.368 0.253 1.546
C 4.751 0.658 1.248
C 3.174 -1.137 0.995
C 2.177 1.157 -0.497
H 2.187 -1.086 -3.602
H 0.600 -1.803 -3.468
H 1.360 -1.439 -2.068
H -2.289 1.226 2.634
H -1.823 -0.418 2.578
H -0.601 0.800 2.951
H -4.239 -2.292 1.561
H -5.344 -1.092 2.354
H -5.270 -1.534 0.649
H -5.309 -0.198 -0.733
H -4.559 -0.087 -3.263
H -2.153 0.328 -3.635
H 2.650 2.248 1.249
H 3.383 0.245 2.639
H 5.065 0.607 0.137
H 5.461 0.046 1.879
H 4.891 1.684 1.450
H 2.196 -1.560 1.258
H 3.445 -1.214 -0.124
H 3.887 -1.893 1.501
H 2.899 0.454 -1.062
H 2.279 2.255 -0.754
```

## Properties
* SMILES: COc1c2c([n+](C)c3c(OC)cccc13)O[C@@H](C(C)C)C2
* net charge: +1
* HOMO-LUMO gap: 7.70 eV
* energy above the lowest of the compared OMol25 structures with the same formula, charge and spin: 3.6558 eV